[1]
Formula: H11O5
Source: the OMol25 dataset
Level of theory: ωB97M-V/def2-TZVPD

Properties
Maximum force in eV/Å: 5.16
Energy in a.u.: -382.51535
Energy relative to the best compared isomer or geometry (same formula, charge and spin) in kJ/mol: 164.6

Structure (ORCA input):
```
! wB97M-V def2-TZVPD RIJCOSX def2/J DEFGRID3
* xyz 1 1
O 0.60 0.87 1.63
H 0.20 1.41 2.31
H 1.36 0.31 2.08
O 2.37 -1.01 0.32
H 2.85 -1.70 -0.16
H 2.96 -0.29 0.15
O -3.01 0.72 -0.10
H -3.82 1.36 0.00
H -3.13 -0.22 -0.09
O 0.31 -1.28 -1.55
H 0.17 -2.27 -1.66
H 1.01 -1.06 -0.86
O -0.40 0.96 -0.67
H -0.02 1.19 0.19
H -0.21 0.11 -1.24
H -1.25 0.89 -0.34
*
```

---

[2]
Formula: C6H19N3
Source: the OMol25 dataset
Level of theory: ωB97M-V/def2-TZVPD

Properties
Maximum force in eV/Å: 2.44
Energy in a.u.: -404.23173
Structure (SMILES): CCC(C)(N)N.CNC
Energy relative to the best compared isomer or geometry (same formula, charge and spin) in kJ/mol: 99.1

Structure (ORCA input):
```
! wB97M-V def2-TZVPD RIJCOSX def2/J DEFGRID3
* xyz 0 1
C 1.92 0.13 -1.17
C 0.98 -0.97 -0.70
C 0.73 -1.03 1.01
C -0.40 -2.02 1.24
N 0.41 0.21 1.62
N 1.93 -1.52 1.63
H 2.43 -0.14 -2.09
H 1.40 1.07 -1.35
H 2.70 0.32 -0.43
H 1.46 -1.94 -0.88
H 0.08 -1.04 -1.32
H -0.48 -2.22 2.31
H -1.34 -1.60 0.90
H -0.21 -2.95 0.72
H 1.14 0.90 1.50
H -0.48 0.62 1.21
H 2.22 -2.41 1.25
H 2.70 -0.86 1.54
C -2.65 0.75 -0.65
N -1.31 1.16 -0.29
C -0.96 2.51 -0.71
H -3.38 1.41 -0.16
H -2.82 -0.27 -0.31
H -2.83 0.79 -1.74
H -0.64 0.50 -0.71
H 0.04 2.74 -0.36
H -0.99 2.63 -1.80
H -1.66 3.22 -0.27
*
```

---

[3]
Formula: C24H44GaN3S4
Source: the OMol25 dataset
Level of theory: ωB97M-V/def2-TZVPD

Properties
Maximum force in eV/Å: 2.69
Energy in a.u.: -4622.25756
Energy relative to the best compared isomer or geometry (same formula, charge and spin) in kJ/mol: 0.0

Structure (ORCA input):
```
! wB97M-V def2-TZVPD RIJCOSX def2/J DEFGRID3
* xyz 2 1
Ga 2.47 -6.45 16.04
C 5.06 -4.70 15.83
C 4.00 -3.80 15.24
S 2.62 -4.65 14.30
C 1.03 -3.86 14.79
C 0.55 -4.04 16.22
S 0.40 -5.78 16.76
C 1.63 -4.66 20.90
C 2.39 -3.77 21.53
S 4.42 -5.90 17.07
H 5.80 -4.09 16.37
H 5.59 -5.26 14.96
H 4.41 -3.06 14.51
H 3.47 -3.26 16.02
H 0.26 -4.33 14.12
H 1.03 -2.81 14.50
H -0.43 -3.60 16.28
H 1.19 -3.46 16.88
H -0.29 -4.81 22.45
H 0.86 -4.31 20.22
H 3.10 -4.06 22.28
H 2.32 -2.69 21.36
C -2.38 -5.03 22.55
N -0.98 -5.60 22.45
C -0.69 -6.43 23.68
C -0.81 -6.37 21.14
C 0.57 -6.95 21.00
C 0.74 -8.33 21.00
C 2.01 -8.88 21.29
C 3.07 -8.03 21.53
C 2.93 -6.65 21.33
C 1.69 -6.10 21.06
H -3.06 -5.87 22.66
H -2.61 -4.42 21.63
H -2.49 -4.39 23.41
H -0.80 -5.76 24.54
H 0.35 -6.78 23.64
H -1.37 -7.29 23.75
H -1.03 -5.70 20.32
H -1.56 -7.14 21.15
H -0.17 -8.97 20.88
H 2.12 -9.95 21.44
H 4.07 -8.40 21.79
H 3.80 -6.03 21.35
C 7.90 -10.13 13.54
C 6.56 -10.68 14.07
C 5.88 -9.75 15.09
C 5.51 -8.38 14.60
N 4.53 -8.35 13.51
C 3.22 -8.59 13.69
S 2.49 -8.70 15.25
N 2.45 -8.66 12.57
C 1.02 -8.97 12.54
C 0.73 -10.51 12.62
C 0.70 -11.23 11.27
C 2.02 -11.41 10.51
H 8.36 -10.79 12.80
H 8.58 -9.86 14.33
H 7.73 -9.20 12.94
H 6.78 -11.63 14.57
H 5.82 -10.92 13.27
H 6.57 -9.58 15.95
H 4.97 -10.20 15.48
H 6.38 -7.87 14.11
H 5.11 -7.79 15.42
H 4.86 -8.13 12.58
H 2.85 -8.76 11.65
H 0.57 -8.50 11.67
H 0.59 -8.50 13.44
H -0.23 -10.64 13.12
H 1.47 -11.00 13.23
H -0.07 -10.75 10.70
H 0.25 -12.23 11.51
H 2.25 -10.58 9.83
H 1.96 -12.35 9.94
H 2.89 -11.51 11.19
*
```

---

[4]
Formula: C16H37N3O4
Source: the OMol25 dataset
Level of theory: ωB97M-V/def2-TZVPD

Properties
Maximum force in eV/Å: 4.30
Energy in a.u.: -1096.98158
Structure (SMILES): NC(=O)OCCC(=O)O.CCN(CC)CC.CCN(CC)CC

Structure (ORCA input):
```
! wB97M-V def2-TZVPD RIJCOSX def2/J DEFGRID3
* xyz 0 1
N -1.00 -4.01 -5.73
C -1.70 -4.70 -4.64
O -2.12 -5.86 -4.66
O -1.85 -3.94 -3.40
C -0.49 -3.70 -2.96
C -0.41 -3.31 -1.38
C 1.17 -3.31 -1.05
O 1.85 -2.32 -1.38
O 1.69 -4.49 -0.42
H 0.00 -4.24 -5.65
H -1.10 -2.99 -5.53
H 0.11 -4.67 -3.16
H 0.06 -2.89 -3.56
H -0.98 -4.06 -0.74
H -0.88 -2.29 -1.30
H 1.73 -5.14 -1.16
C -0.56 -0.49 1.09
C -2.04 -0.12 1.03
N -2.88 -0.88 1.94
C -4.31 -0.72 1.68
C -4.91 0.67 1.89
C -2.50 -0.86 3.35
C -2.42 0.50 4.04
H -0.41 -1.56 0.91
H -0.01 0.06 0.33
H -0.12 -0.24 2.06
H -2.37 -0.31 0.00
H -2.14 0.96 1.19
H -4.87 -1.44 2.28
H -4.50 -1.02 0.64
H -5.04 0.90 2.95
H -5.91 0.71 1.44
H -4.32 1.46 1.42
H -1.52 -1.34 3.44
H -3.17 -1.51 3.92
H -1.93 1.26 3.42
H -1.85 0.41 4.96
H -3.41 0.87 4.32
C 0.79 3.68 0.94
C 1.99 3.92 0.03
N 3.24 3.38 0.55
C 4.42 3.84 -0.19
C 4.55 3.42 -1.65
C 3.24 1.96 0.88
C 2.89 0.97 -0.22
H 0.97 4.08 1.94
H -0.09 4.19 0.53
H 0.55 2.62 1.02
H 2.10 5.00 -0.08
H 1.76 3.53 -0.97
H 5.32 3.54 0.35
H 4.43 4.94 -0.15
H 4.85 2.38 -1.75
H 5.33 4.02 -2.13
H 3.63 3.58 -2.22
H 2.54 1.81 1.71
H 4.21 1.69 1.31
H 2.03 1.29 -0.82
H 2.63 0.00 0.22
H 3.73 0.79 -0.89
*
```